# 1
Here is a 17-piece molecular cluster, C17H68O17 overall at a distorted geometry from OMol25. Energies are from ωB97M-V/def2-TZVPD.

The value obtained for the frontier orbital gap is 9.718 eV. The energy above the lowest of the compared OMol25 structures with the same formula, charge and spin comes out at 63.0 kJ/mol.

Each line ends with the Mulliken charge.
Positions of all 102 atoms, in Å:
C: 3.811 3.098 3.309  -0.42
O: 2.930 3.797 4.228  -0.56
H: 4.699 2.693 3.794  0.39
H: 3.218 2.310 2.856  0.00
H: 4.076 3.706 2.430  0.26
H: 2.849 3.279 5.032  0.29
C: -3.875 -0.133 -2.969  -0.86
O: -2.591 -0.467 -2.422  -0.34
H: -4.575 -0.921 -2.702  0.35
H: -4.212 0.787 -2.480  0.28
H: -3.849 0.060 -4.055  0.25
H: -2.283 -1.308 -2.800  0.21
C: -3.466 1.425 0.512  0.06
O: -4.205 0.737 1.476  -0.52
H: -4.041 2.319 0.158  0.34
H: -2.549 1.815 0.975  0.00
H: -3.118 0.840 -0.363  -0.15
H: -5.122 0.621 1.183  0.25
C: 0.763 0.755 3.555  -0.15
O: -0.069 -0.409 3.693  -0.51
H: 0.850 1.115 4.580  0.35
H: 1.696 0.361 3.174  -0.03
H: 0.242 1.499 2.942  0.07
H: -1.008 -0.151 3.895  0.20
C: -3.420 0.012 5.278  -0.44
O: -2.833 0.582 4.040  -0.47
H: -2.602 -0.113 5.984  0.25
H: -4.140 0.720 5.687  0.32
H: -3.875 -0.948 5.132  0.06
H: -3.513 0.618 3.339  0.26
C: 4.200 -0.075 1.205  0.13
O: 5.371 -0.805 0.890  -0.61
H: 3.311 -0.489 0.698  -0.18
H: 3.993 0.010 2.272  0.25
H: 4.360 0.933 0.825  0.08
H: 5.256 -1.703 1.181  0.31
C: -1.505 3.582 -2.419  -0.45
O: -1.575 4.122 -1.056  -0.54
H: -2.403 3.955 -2.939  0.37
H: -0.590 3.923 -2.946  0.33
H: -1.475 2.485 -2.402  -0.07
H: -1.520 5.079 -1.158  0.25
C: -3.689 -3.222 2.487  -0.45
O: -4.443 -3.319 3.653  -0.54
H: -4.145 -3.943 1.816  0.31
H: -3.682 -2.282 1.945  0.11
H: -2.675 -3.586 2.565  0.28
H: -4.089 -2.734 4.331  0.27
C: 1.904 -3.173 3.249  -0.81
O: 1.038 -2.598 2.297  -0.04
H: 2.467 -3.978 2.770  0.30
H: 2.591 -2.444 3.669  0.25
H: 1.392 -3.545 4.133  0.29
H: 0.503 -1.849 2.594  0.15
C: 2.913 -3.221 -0.560  -0.20
O: 2.539 -3.337 -1.951  -0.53
H: 3.830 -2.633 -0.498  0.36
H: 2.191 -2.744 0.136  -0.23
H: 3.074 -4.223 -0.108  0.30
H: 2.487 -2.420 -2.300  0.26
C: -1.328 1.445 -5.609  -0.31
O: -0.765 0.968 -6.821  -0.55
H: -0.890 0.860 -4.818  -0.01
H: -1.185 2.512 -5.615  0.32
H: -2.409 1.316 -5.591  0.23
H: -0.842 1.594 -7.563  0.29
C: 2.455 0.098 -4.090  -0.72
O: 2.004 -0.545 -2.903  -0.05
H: 3.440 -0.337 -4.269  0.25
H: 1.804 0.001 -4.966  0.27
H: 2.462 1.177 -3.848  0.13
H: 1.146 -0.161 -2.611  0.20
C: 3.050 2.224 -1.241  -1.25
O: 3.079 3.101 -0.150  -0.46
H: 2.957 2.742 -2.178  0.44
H: 4.050 1.772 -1.319  0.46
H: 2.326 1.434 -1.198  0.66
H: 2.140 3.353 0.010  0.42
C: 0.288 -0.115 -0.293  0.68
O: -0.182 0.497 -1.521  0.41
H: -0.336 -0.977 -0.027  -0.11
H: 1.323 -0.465 -0.500  -0.67
H: 0.252 0.621 0.510  -0.01
H: -1.019 0.058 -1.737  -0.13
C: 0.341 4.308 2.044  -0.57
O: 0.574 3.598 0.825  -0.43
H: 1.217 4.224 2.694  0.09
H: 0.298 5.372 1.863  0.30
H: -0.531 4.009 2.624  0.29
H: -0.213 3.779 0.292  0.30
C: -0.671 -3.940 -0.643  -0.50
O: -0.254 -4.546 0.540  -0.61
H: 0.128 -3.773 -1.344  0.25
H: -1.366 -4.626 -1.137  0.37
H: -1.216 -3.007 -0.511  0.15
H: 0.274 -3.928 1.085  0.34
C: -0.314 -3.085 -4.115  -0.41
O: -1.652 -2.869 -3.677  -0.59
H: -0.465 -3.699 -5.022  0.32
H: 0.116 -2.140 -4.407  0.05
H: 0.309 -3.648 -3.439  0.26
H: -1.815 -3.669 -3.166  0.23


# 2
Here is C16H25ClN5O5Pt as an isolated structure at a distorted geometry from OMol25. Energies are from ωB97M-V/def2-TZVPD.

The value obtained for the frontier orbital gap (spin up / spin down) is 8.767 / 4.690 eV. Its charge is +1. The multiplicity is 5. The energy above the lowest of the compared OMol25 structures with the same formula, charge and spin comes out at 103.9 kJ/mol.

Each line ends with the Mulliken spin population.
Positions of all 53 atoms, in Å:
Pt: -0.664 -0.531 -0.848  1.84
N: -2.952 0.133 -0.279  0.17
C: -3.459 0.870 -1.434  0.00
C: -3.100 0.129 -2.731  -0.02
O: -3.857 0.058 -3.672  0.13
N: -1.846 -0.400 -2.698  0.47
C: -1.443 -1.328 -3.607  0.28
C: -1.406 -2.883 -2.743  0.05
O: -1.650 -3.764 -3.494  0.36
O: -1.139 -2.699 -1.572  0.19
H: -3.066 0.660 0.583  -0.01
H: -3.452 -0.751 -0.190  -0.01
H: -4.546 0.999 -1.412  0.01
H: -2.995 1.858 -1.462  0.00
H: -2.087 -1.475 -4.475  0.01
H: -0.371 -1.292 -3.836  0.02
Cl: 4.418 -0.063 -2.019  0.00
C: 3.601 -1.584 -2.306  0.04
C: 2.041 -1.254 -2.283  0.00
O: 1.517 -1.218 -3.380  0.01
O: 1.594 -1.037 -1.147  0.21
H: 3.835 -2.288 -1.509  0.00
H: 3.866 -1.961 -3.293  0.00
C: -0.019 -2.922 4.133  0.00
C: 0.830 -1.781 3.555  0.00
C: 0.738 -0.531 4.445  0.00
C: 2.289 -2.215 3.371  0.00
C: 0.277 -1.422 2.276  -0.02
N: -0.226 -1.066 1.307  0.09
H: 0.359 -3.191 5.115  0.00
H: 0.025 -3.799 3.494  0.00
H: -1.058 -2.620 4.235  0.00
H: 1.106 -0.770 5.438  0.00
H: -0.291 -0.191 4.535  0.00
H: 1.343 0.278 4.043  0.00
H: 2.712 -2.477 4.336  0.00
H: 2.881 -1.411 2.943  0.00
H: 2.354 -3.081 2.720  0.00
C: 0.265 4.432 1.722  0.00
C: 0.227 3.519 0.556  0.01
C: 0.433 3.755 -0.789  0.00
C: 0.265 2.523 -1.437  0.00
N: -0.028 1.594 -0.531  0.19
N: -0.054 2.202 0.668  -0.02
C: 0.353 2.219 -2.883  0.01
H: 0.574 5.422 1.399  0.00
H: 0.967 4.073 2.473  0.00
H: -0.718 4.509 2.187  0.00
H: 0.672 4.694 -1.246  0.00
H: -0.222 1.671 1.510  -0.01
H: 0.813 3.042 -3.422  0.00
H: -0.640 2.050 -3.295  0.00
H: 0.934 1.314 -3.050  0.00


# 3
Here is a 2-piece molecular cluster, C2H10N2Si2 overall at a distorted geometry from OMol25. Energies are from ωB97M-V/def2-TZVPD.

The value obtained for the frontier orbital gap is 8.379 eV. Its SMILES is [H]/N=[SiH]/C.[H]/N=[SiH]\C. The energy above the lowest of the compared OMol25 structures with the same formula, charge and spin comes out at 311.6 kJ/mol.

Each line ends with the Mulliken charge.
Positions of all 16 atoms, in Å:
C: 2.449 0.238 0.493  -0.97
C: -2.653 1.328 -0.328  -0.90
N: 1.521 -2.616 1.101  -0.52
N: -0.591 -0.868 -1.451  -0.56
Si: 1.240 -1.050 1.137  0.41
Si: -1.133 0.622 -1.293  0.48
H: 2.180 1.172 1.028  0.28
H: 3.478 0.030 0.900  0.32
H: 2.654 0.310 -0.592  0.32
H: -2.510 2.504 -0.274  0.24
H: -3.606 1.200 -0.825  0.34
H: -2.624 0.797 0.627  0.26
H: 0.886 -3.440 0.881  0.21
H: -1.039 -1.749 -1.157  0.27
H: 0.481 -0.141 1.996  -0.09
H: -0.734 1.663 -2.245  -0.08


# 4
Here is a 2-piece molecular cluster, H4N2O overall at a distorted geometry from OMol25. Energies are from ωB97M-V/def2-TZVPD.

The value obtained for the frontier orbital gap is 9.156 eV. Its SMILES is N=O.N. The energy above the lowest of the compared OMol25 structures with the same formula, charge and spin comes out at 111.5 kJ/mol.

Each line ends with the Mulliken charge.
Positions of all 7 atoms, in Å:
N: -2.004 0.481 0.032  0.00
N: 1.236 -0.570 0.248  -0.68
O: -1.136 1.308 0.184  -0.26
H: 1.919 0.196 0.341  0.25
H: -1.661 -0.492 -0.225  0.25
H: 0.301 -0.037 0.145  0.19
H: 1.344 -0.885 -0.725  0.24


Repeat the third record exactly.
Here is a 2-piece molecular cluster, C2H10N2Si2 overall at a distorted geometry from OMol25. Energies are from ωB97M-V/def2-TZVPD.

The value obtained for the frontier orbital gap is 8.379 eV. Its SMILES is [H]/N=[SiH]/C.[H]/N=[SiH]\C. The energy above the lowest of the compared OMol25 structures with the same formula, charge and spin comes out at 311.6 kJ/mol.

Each line ends with the Mulliken charge.
Positions of all 16 atoms, in Å:
C: 2.449 0.238 0.493  -0.97
C: -2.653 1.328 -0.328  -0.90
N: 1.521 -2.616 1.101  -0.52
N: -0.591 -0.868 -1.451  -0.56
Si: 1.240 -1.050 1.137  0.41
Si: -1.133 0.622 -1.293  0.48
H: 2.180 1.172 1.028  0.28
H: 3.478 0.030 0.900  0.32
H: 2.654 0.310 -0.592  0.32
H: -2.510 2.504 -0.274  0.24
H: -3.606 1.200 -0.825  0.34
H: -2.624 0.797 0.627  0.26
H: 0.886 -3.440 0.881  0.21
H: -1.039 -1.749 -1.157  0.27
H: 0.481 -0.141 1.996  -0.09
H: -0.734 1.663 -2.245  -0.08